# 1
The following is a DFT calculation (ωB97M-V/def2-TZVPD) of a cluster of 2 separate species, C4H12NOS in total.

## Properties
- Energy: -687.786012 a.u.
- Charge: -1
- F_max: 2.87 eV/Å
- Gap between HOMO and LUMO: 6.464 eV
- Multiplicity: 1

XYZ file:
```
19
Properties=species:S:1:pos:R:3:lowdin_charge:R:1
C 2.62190 -2.17164 0.14190 -0.29
C 1.42530 -1.33627 -0.15831 -0.77
S 0.60996 -0.94502 1.45996 0.24
H 2.33971 -3.08030 0.68013 0.05
H 3.24084 -1.51546 0.77469 0.05
H 3.08927 -2.36304 -0.83480 0.05
H 0.65966 -1.91943 -0.72335 0.04
H 1.66707 -0.39875 -0.74085 0.06
C -2.02281 0.78451 0.01782 -0.24
O -2.77095 0.41051 -1.27111 -0.13
C -1.03683 1.81564 -0.39334 -0.35
N -0.03363 2.10660 0.62309 -0.05
H -2.75885 1.18943 0.71646 0.10
H -1.49112 -0.13073 0.40693 0.03
H -3.34973 -0.28707 -1.06834 0.02
H -0.54435 1.39000 -1.32809 0.12
H -1.58923 2.74630 -0.74164 0.11
H -0.45488 2.49887 1.45320 0.04
H 0.39866 1.20585 0.98564 -0.07
```

# 2
The following is a DFT calculation (ωB97M-V/def2-TZVPD) of a cluster of 2 separate species, C11H13F2OP in total.

## Properties
- Energy: -1042.973300 a.u.
- F_max: 3.55 eV/Å
- Gap between HOMO and LUMO (alpha / beta): 8.152 / 6.911 eV
- Multiplicity: 3
- Expectation value of S²: 2.012

XYZ file:
```
28
Properties=species:S:1:pos:R:3:lowdin_spin:R:1
C -0.97242 -0.36329 -1.36315 0.01
C 0.27995 -0.65395 -1.79646 0.03
C -0.14415 -0.25784 0.93182 -0.01
C -1.19293 -0.20266 0.04598 0.06
C -4.93710 0.58745 0.19445 0.00
C 1.45699 -0.48652 -0.93444 0.09
C 1.25734 -0.43649 0.58703 0.07
C 1.72099 0.71537 -0.18218 0.65
C -2.68832 -0.42317 0.42263 0.01
C -3.48913 0.78670 -0.01239 0.00
C 4.35734 0.38171 -0.13224 0.64
O -5.73356 1.33534 -0.29264 0.00
F 4.49987 -0.04441 -1.41033 0.12
F 5.13374 1.49297 0.02544 0.12
P 4.37781 -0.73455 1.22327 0.09
H -1.89091 -0.60010 -1.94831 0.00
H 0.41647 -0.74128 -2.82589 0.00
H -0.43975 -0.27398 2.04877 0.00
H -5.47203 -0.11502 0.91102 0.00
H 2.35222 -1.05781 -1.08337 0.02
H 1.91381 -1.03411 1.20558 0.01
H 1.36454 1.69053 -0.32090 0.04
H -2.76139 -0.47860 1.51752 0.00
H -2.86875 -1.41683 -0.14640 0.00
H -3.32974 1.19605 -1.07612 0.00
H -3.10841 1.56278 0.61556 0.00
H 4.13006 0.12243 2.28906 0.01
H 5.76745 -0.55075 1.50672 0.04
```

# 3
The following is a DFT calculation (ωB97M-V/def2-TZVPD) of a structure of composition C24H42FeO2P2.

## Properties
- Energy: -3036.100995 a.u.
- Charge: +1
- F_max: 4.79 eV/Å
- Gap between HOMO and LUMO (alpha / beta): 6.886 / 6.257 eV
- Multiplicity: 6
- Expectation value of S²: 8.802

XYZ file:
```
71
Properties=species:S:1:pos:R:3:lowdin_spin:R:1
Fe 2.04739 -1.27970 -1.85614 2.88
C -1.01038 -1.17465 0.36798 0.02
C -0.68082 -2.25527 -0.47094 0.20
C 1.29261 -1.22547 0.24772 0.15
C 0.18542 -0.54722 0.84065 0.27
C 0.75916 -2.30512 -0.54115 0.12
C -2.36434 -0.79855 0.83088 -0.01
H -3.13623 -1.15390 0.13794 0.00
H -2.46290 0.29344 0.90405 0.00
H -2.61457 -1.20862 1.82627 0.00
C 0.32001 0.50714 1.83944 0.07
H -0.62248 1.03525 2.02942 0.00
H 1.11335 1.28131 1.52136 0.02
H 0.68560 0.09167 2.79772 0.02
C 2.74256 -1.01667 0.43673 0.03
H 3.18317 -1.83925 1.02350 0.01
H 2.89922 -0.08603 0.98329 0.00
H 3.30668 -0.93422 -0.52299 0.01
C 1.62030 -3.35032 -1.14630 0.04
H 2.23234 -3.83286 -0.36703 0.01
H 2.37152 -2.97254 -1.92308 0.01
H 1.00797 -4.10794 -1.64704 0.00
C -1.62553 -3.21263 -1.07282 0.04
H -2.01162 -3.92922 -0.33451 0.01
H -1.12837 -3.79259 -1.85215 0.00
H -2.50421 -2.72160 -1.51141 0.01
C -1.57977 2.86790 -1.11800 0.00
C -2.65289 2.08233 -0.90971 0.00
C -3.47222 1.37982 -1.95007 0.04
C -3.34385 2.02797 -3.37245 0.09
C -2.31870 1.51733 -4.27873 0.57
C -0.93204 1.30807 -4.00728 0.11
C -0.07207 2.25034 -3.12273 0.01
C -0.89809 3.30835 -2.38787 0.00
H -4.53315 1.37907 -1.63783 0.00
H -3.13989 3.09055 -3.18103 0.03
H -3.20043 0.31492 -1.97326 0.00
H -1.57598 3.78665 -3.12050 0.00
H -1.10229 3.26206 -0.21516 0.00
H -3.07441 2.03665 0.11110 0.00
H -0.16626 4.07316 -2.08312 0.00
H 0.53822 1.65356 -2.40494 0.00
H -0.75438 0.26940 -3.64798 0.05
H 0.66684 2.82110 -3.73282 0.00
H -4.34116 1.97307 -3.84856 0.00
H -2.71790 0.96504 -5.14382 0.03
P 0.42344 0.98352 -5.39022 0.03
C 0.41844 2.64098 -6.21537 0.01
C -0.52517 0.00690 -6.56549 0.00
P 2.20636 -1.07284 -3.91211 0.03
C 2.08075 0.30493 -5.16160 0.01
C 1.44445 -2.43992 -4.89962 0.00
C 4.03737 -1.26694 -4.13063 0.02
H 1.29017 3.28454 -5.98542 0.00
H -0.49000 3.18700 -5.90376 0.01
H 0.37136 2.48219 -7.30752 0.00
H -0.31186 0.39457 -7.57796 0.00
H -1.59320 0.17048 -6.39258 0.00
H -0.31765 -1.06716 -6.50720 0.00
H 4.31991 -0.76219 -5.06294 0.00
H 4.28992 -2.32975 -4.14229 0.00
H 4.51193 -0.76875 -3.27296 0.00
H 2.80935 1.09114 -4.89793 0.00
H 2.43025 -0.11260 -6.12947 0.00
H 1.98803 -3.36312 -4.65257 0.00
H 1.49210 -2.26046 -5.98389 0.00
H 0.39500 -2.56045 -4.58830 0.00
O 2.18736 2.33710 1.26904 0.02
C 2.33769 2.48830 0.01113 0.00
O 1.97687 1.74246 -0.91832 0.02
H 2.89755 3.41838 -0.26629 0.00
```

# 4
The following is a DFT calculation (ωB97M-V/def2-TZVPD) of a structure of composition C28H31FN6PbSSi.

## Properties
- Energy: -2394.032683 a.u.
- Charge: +2
- F_max: 0.91 eV/Å
- Gap between HOMO and LUMO (alpha / beta): 6.415 / 5.143 eV
- Multiplicity: 1

XYZ file:
```
69
Properties=species:S:1:pos:R:3:lowdin_charge:R:1
Pb -0.27982 0.60696 0.13555 1.31
N 3.15820 3.68150 -1.06089 0.16
C 2.26370 2.86736 -0.53383 -0.84
S 0.64494 2.94336 -1.00092 0.62
N 2.84158 2.06002 0.44683 0.06
N 2.11212 1.09636 0.93055 -0.05
C 2.66792 0.49849 2.00331 -0.11
C 4.03763 0.73561 2.42218 -0.19
C 5.08719 0.67895 1.49265 -0.02
C 6.38637 0.88024 1.91195 -0.04
C 6.64614 1.18836 3.24423 -0.03
C 5.61029 1.27556 4.16729 -0.04
C 4.31075 1.02594 3.76827 -0.02
C 1.80785 -0.40026 2.79776 -0.23
C 2.36507 -1.29406 3.70438 0.02
C 1.51525 -2.05640 4.49976 0.00
C 0.15361 -1.90131 4.36081 -0.01
C -0.32451 -1.01846 3.39035 -0.13
N 0.47413 -0.29641 2.62146 0.00
H 2.86999 4.39465 -1.71334 0.13
H 4.10675 3.68338 -0.71282 0.14
H 4.88102 0.43488 0.45890 0.11
H 7.20078 0.80170 1.20477 0.12
H 7.66540 1.35700 3.56593 0.12
H 5.81805 1.53535 5.19634 0.12
H 3.50063 1.09811 4.48296 0.13
H 3.43684 -1.39741 3.78311 0.13
H 1.92231 -2.75818 5.21583 0.13
H -0.54038 -2.45965 4.97506 0.13
H -1.39043 -0.89807 3.22722 0.12
C 0.61654 -1.77489 -4.38411 -0.15
Si 0.71255 -0.16752 -3.46458 0.39
C 0.91108 1.30273 -4.57425 -0.15
C 2.20040 -0.24348 -2.33434 -0.17
N -0.72507 -0.02721 -2.39839 -0.07
C -1.97139 0.00704 -2.85964 -0.30
C -2.32102 0.05026 -4.25781 0.00
C -3.61826 0.05900 -4.68426 -0.04
C -4.67066 0.01998 -3.75529 -0.01
C -4.40336 -0.01995 -2.38920 0.02
C -3.10394 -0.02163 -1.97713 -0.21
F -2.85670 -0.05675 -0.65070 -0.03
H 1.44621 -1.83410 -5.09465 0.05
H -0.31083 -1.89784 -4.94557 0.04
H 0.71204 -2.62750 -3.70515 0.03
H 1.90936 1.28595 -5.02050 0.05
H 0.80947 2.22918 -4.00366 0.02
H 0.18831 1.33285 -5.39042 0.04
H 3.05169 -0.60790 -2.91776 0.06
H 2.08996 -0.92213 -1.48240 0.01
H 2.47844 0.74418 -1.95842 0.00
H -1.52303 0.08292 -4.98525 0.09
H -3.83674 0.09725 -5.74254 0.12
H -5.69652 0.02198 -4.09807 0.13
H -5.19388 -0.05143 -1.65127 0.14
N 0.03525 -2.18346 -0.12281 0.03
C -1.23754 -2.83081 -0.22510 -0.33
C -1.94732 -3.15290 0.92183 -0.04
C -3.21207 -3.71715 0.82026 -0.06
C -3.77210 -3.96305 -0.42478 -0.07
C -3.04884 -3.65528 -1.56855 -0.06
C -1.78509 -3.09010 -1.47234 -0.05
H 0.55430 -2.48378 0.69363 0.09
H 0.59688 -2.32768 -0.95190 0.07
H -1.50283 -2.98420 1.89760 0.09
H -3.75574 -3.97861 1.71914 0.11
H -4.75397 -4.40921 -0.50218 0.11
H -3.46461 -3.86682 -2.54598 0.12
H -1.21813 -2.86444 -2.36923 0.10
```

# 5
The following is a DFT calculation (ωB97M-V/def2-TZVPD) of a cluster of 14 separate species, C33H62N14O5 in total.

## Properties
- Energy: -2437.384016 a.u.
- F_max: 3.15 eV/Å
- Gap between HOMO and LUMO: 9.540 eV
- Multiplicity: 1

XYZ file:
```
114
Properties=species:S:1:pos:R:3:lowdin_charge:R:1
C -7.83187 -2.24370 -0.83491 -0.01
C -6.31841 -2.35012 -1.05333 -0.54
O -5.86194 -2.56128 -2.18109 0.02
N -5.58879 -2.05108 0.03383 0.01
C -4.15417 -2.19569 0.13191 -0.08
H -8.12910 -3.11616 -0.25305 0.08
H -8.41094 -2.12932 -1.75125 0.08
H -7.92895 -1.31368 -0.27477 0.07
H -5.97405 -1.58702 0.84397 0.13
H -3.90019 -1.97601 1.16890 0.07
H -3.64704 -1.58905 -0.61836 0.06
H -3.78760 -3.20377 -0.06169 0.06
C 0.46574 0.13017 -4.10204 0.03
C 0.17266 1.59194 -3.68734 -0.58
O -0.12471 1.88846 -2.55922 0.00
N -0.02873 2.47991 -4.64534 0.00
C 0.45865 2.54703 -5.97070 -0.08
H 0.44598 0.02153 -5.18643 0.07
H -0.20097 -0.52740 -3.54418 0.08
H 1.47871 -0.03077 -3.73313 0.06
H -0.26183 3.35582 -4.19975 0.14
H 1.54239 2.43053 -5.96843 0.08
H 0.30459 3.53833 -6.39695 0.09
H -0.01269 1.71144 -6.48812 0.08
C -3.40288 -0.06474 5.25233 -0.01
C -2.98805 0.06987 3.76635 -0.57
O -2.57940 -0.91127 3.18798 0.03
N -3.21091 1.29165 3.22972 0.01
C -2.96843 1.57488 1.82625 -0.08
H -4.16971 -0.82456 5.40318 0.08
H -3.69376 0.82568 5.80967 0.07
H -2.55626 -0.40613 5.84795 0.07
H -3.60402 1.99851 3.83464 0.13
H -3.85533 1.26961 1.27099 0.07
H -2.19548 0.92646 1.41369 0.06
H -2.82109 2.61971 1.55292 0.08
C 0.87985 6.25100 0.01678 0.01
C 0.99748 4.98541 -0.86307 -0.57
O 1.21077 5.09813 -2.06281 0.01
N 0.63618 3.80770 -0.38838 0.04
C 0.45031 3.40934 0.97778 -0.09
H 0.08164 6.87662 -0.38267 0.08
H 1.76730 6.83162 -0.23510 0.08
H 0.64090 6.03633 1.05837 0.06
H 0.52912 3.14426 -1.14237 0.09
H -0.53615 3.68318 1.35195 0.07
H 1.13758 3.81756 1.71881 0.06
H 0.57372 2.33117 1.07982 0.06
C 2.16525 0.18467 0.15774 0.01
C 1.55185 -0.74261 1.22752 -0.52
O 2.25777 -1.22493 2.11983 -0.02
N 0.29459 -1.18027 1.06572 0.04
C -0.53327 -0.99987 -0.09303 -0.08
H 1.60016 0.33706 -0.76179 0.06
H 3.12718 -0.24819 -0.11691 0.07
H 2.33235 1.14198 0.65143 0.05
H 0.04519 -1.94675 1.67434 0.10
H -0.70588 0.06789 -0.22784 0.06
H -1.48221 -1.52586 0.01162 0.06
H -0.03756 -1.48062 -0.93640 0.06
C 0.90236 -3.21298 4.29126 -0.07
C 0.40760 -4.56716 4.67199 -0.28
N 0.01597 -5.62009 4.95339 0.12
H 0.14312 -2.73604 3.67144 0.05
H 1.75087 -3.37997 3.62773 0.06
H 1.10929 -2.64346 5.19731 0.08
C -3.23800 1.68383 -4.08460 -0.05
C -3.06726 1.42051 -2.64474 -0.25
N -2.97195 1.21341 -1.50905 0.17
H -2.37440 1.22053 -4.56174 0.06
H -3.14035 2.76734 -4.15230 0.08
H -4.16096 1.32435 -4.53959 0.09
C 4.62946 3.40822 1.47734 -0.09
C 5.64681 4.11429 0.63282 -0.27
N 6.46389 4.58767 -0.02231 0.13
H 4.84856 3.67932 2.51010 0.08
H 4.63376 2.32268 1.37889 0.04
H 3.65550 3.85665 1.28133 0.06
C 5.35607 -0.50099 2.51945 -0.06
C 5.60622 -1.02382 1.16243 -0.25
N 5.80973 -1.39196 0.08222 0.14
H 6.31108 -0.29123 3.00116 0.08
H 4.72176 -1.11633 3.15751 0.08
H 4.78689 0.41488 2.36033 0.04
C -3.72379 -5.15871 -2.38845 -0.06
C -2.87256 -4.00380 -2.38567 -0.30
N -2.15629 -3.11268 -2.32464 0.17
H -3.43901 -5.76821 -3.24606 0.09
H -4.72658 -4.75071 -2.51518 0.07
H -3.60017 -5.76628 -1.49198 0.09
C 1.34223 -4.69332 0.44975 -0.05
C -0.04515 -4.65510 1.01549 -0.26
N -1.11667 -4.56541 1.45164 0.14
H 1.46929 -4.00222 -0.38352 0.04
H 1.57912 -5.71055 0.13795 0.08
H 2.02504 -4.46735 1.26878 0.07
C 4.69828 -3.21749 -2.30735 -0.08
C 3.25247 -2.92540 -2.32314 -0.25
N 2.12501 -2.82138 -2.41370 0.15
H 4.93195 -3.57361 -1.30402 0.06
H 5.33459 -2.34950 -2.47999 0.07
H 5.06318 -4.01132 -2.95911 0.08
C 3.90747 2.44642 -1.77359 -0.07
C 3.89211 1.98046 -3.15950 -0.25
N 3.79643 1.65342 -4.25422 0.14
H 2.93665 2.31408 -1.29599 0.05
H 4.16521 3.50550 -1.77101 0.08
H 4.54285 1.82646 -1.14110 0.07
C 0.46295 0.85145 4.63618 -0.04
C 1.55412 1.49946 3.89229 -0.24
N 2.39850 2.06054 3.33616 0.17
H 0.02038 0.13873 3.94030 0.07
H -0.24106 1.62995 4.93012 0.09
H 0.93189 0.27229 5.43165 0.09
```

Which formula does entry 5 have? C33H62N14O5

The highest energy belongs to which entry? C4H12NOS

Look up the multiplicity of the third one. 6